# C5H8O

A 2-piece molecular cluster, C5H8O overall in a non-equilibrium geometry (ωB97M-V/def2-TZVPD, the OMol25 dataset).

The value obtained for the relative energy (zero: lowest compared OMol25 entry of this formula, charge and spin) is 121.9 kcal/mol. The gap between HOMO and LUMO is 8.501 eV. The calculation puts the HOMO energy at -8.499 eV.

Positions of all 14 atoms, in Å:
C 1.7559 -0.7299 -0.0007
C 0.5261 0.1624 0.0669
C -0.6111 -0.1143 -0.8826
C -1.6935 0.4941 -0.0365
C -1.0844 0.8729 1.1823
O -1.1930 1.4706 2.2101
H 2.5247 -0.4728 0.7349
H 1.5234 -1.7945 0.0808
H 2.2259 -0.5739 -0.9924
H 0.8649 1.1980 -0.0062
H -0.5053 0.3506 -1.8701
H -0.7578 -1.1863 -1.0430
H -2.5605 1.0115 -0.4838
H -1.0153 -0.6882 1.0402

# C3H10OS2

A 2-piece molecular cluster, C3H10OS2 overall in a non-equilibrium geometry (ωB97M-V/def2-TZVPD, the OMol25 dataset).

Its SMILES is CSCSC.O. The value obtained for the relative energy (zero: lowest compared OMol25 entry of this formula, charge and spin) is 11.9 kcal/mol. The gap between HOMO and LUMO is 9.178 eV. The calculation puts the HOMO energy at -8.566 eV.

Positions of all 16 atoms, in Å:
S 1.4640 -0.9543 -0.4573
S 0.6077 -3.5931 0.9384
C 0.0000 0.0000 0.0000
C 2.3582 -3.7039 1.2806
C 0.7808 -2.6155 -0.5718
H 0.1688 1.0883 -0.0614
H -0.3596 -0.2435 1.0139
H -0.7825 -0.2762 -0.7266
H 2.3626 -4.3677 2.1615
H 2.8019 -2.7357 1.5674
H 2.9840 -4.1587 0.4943
H -0.1983 -2.5269 -1.0808
H 1.4222 -3.2743 -1.1883
O -3.4238 0.7229 1.0773
H -3.1143 1.5477 0.6389
H -3.0296 0.7579 1.9782

# C21H39OPRuS4Sb

C21H39OPRuS4Sb as an isolated structure in a non-equilibrium geometry (ωB97M-V/def2-TZVPD, the OMol25 dataset).

Its charge is +1. The value obtained for the relative energy (zero: lowest compared OMol25 entry of this formula, charge and spin) is 6.3 kcal/mol. The gap between HOMO and LUMO (alpha / beta) is 7.511 / 5.176 eV. As for the spin multiplicity: 5. The calculation puts the HOMO energy (alpha / beta) at -11.295 / -11.129 eV.

Positions of all 68 atoms, in Å:
Ru -0.3283 2.2374 -0.2730
S 0.7547 6.9878 0.6867
Sb 1.4190 5.1509 -0.5289
S 1.3022 3.1638 0.9664
S -0.3966 4.0123 -1.7407
S 3.3790 5.1790 -1.7316
C -3.0942 2.0498 -2.7641
C -3.3415 2.1142 -1.2938
C -4.7279 2.4241 -0.8346
O -2.4430 1.9017 -0.4862
H -3.2834 3.0260 -3.2123
H -3.7678 1.3406 -3.2404
H -2.0510 1.7738 -2.9521
H -5.3844 1.5756 -1.0347
H -5.1240 3.2698 -1.3916
H -4.7541 2.6416 0.2307
C -1.6622 -3.6738 -1.1935
C -0.7449 -3.0433 -2.2468
C -0.3820 -1.6008 -1.8684
C -0.3722 -1.4759 -0.3460
C -1.8213 -1.5463 0.1565
C -2.6046 -2.6211 -0.6183
P 0.4406 0.0794 0.2356
C 0.3747 0.0979 2.0980
C 0.5545 -1.2539 2.8043
C -0.0597 -1.2145 4.2130
C 0.0993 0.1684 4.8320
C -0.7212 1.2113 4.0573
C -0.8978 0.8006 2.5894
C 2.2543 0.0588 -0.2009
C 2.9883 -1.2932 -0.1589
C 3.3573 -1.7939 -1.5514
C 4.2768 -0.8014 -2.2694
C 3.8939 0.6612 -1.9877
C 2.4365 0.7680 -1.5540
H -1.0731 -4.1154 -0.3887
H -2.2373 -4.4794 -1.6464
H -1.2359 -3.0467 -3.2196
H 0.1613 -3.6428 -2.3412
H -1.1133 -0.8966 -2.2732
H 0.5856 -1.3404 -2.2926
H 0.2216 -2.2998 0.0681
H -2.2987 -0.5674 0.0238
H -1.8377 -1.7779 1.2212
H -3.1575 -2.1694 -1.4431
H -3.3295 -3.0941 0.0434
H 1.2184 0.7555 2.3600
H 1.6213 -1.4763 2.8745
H 0.0836 -2.0648 2.2451
H 0.4295 -1.9653 4.8345
H -1.1204 -1.4652 4.1679
H 1.1555 0.4398 4.8277
H -0.2286 0.1481 5.8697
H -0.2213 2.1798 4.1151
H -1.7068 1.3250 4.5121
H -1.1102 1.7060 1.9736
H -1.7583 0.1397 2.4883
H 2.6867 0.7182 0.5676
H 2.3972 -2.0440 0.3696
H 3.9133 -1.1627 0.4054
H 2.4553 -1.9579 -2.1406
H 3.8616 -2.7575 -1.4635
H 4.2292 -1.0003 -3.3401
H 5.3071 -0.9638 -1.9529
H 4.0622 1.2659 -2.8793
H 4.5247 1.0694 -1.1956
H 1.7969 0.3292 -2.3247
H 2.1516 1.8324 -1.4563

# C23H53ClFNO12S

A 6-piece molecular cluster, C23H53ClFNO12S overall in a non-equilibrium geometry (ωB97M-V/def2-TZVPD, the OMol25 dataset).

Its SMILES is C#CCN(Cl)S(=O)(=O)F.COCCOC.COCCOC.COCCOC.COCCOC.COCCOC. The gap between HOMO and LUMO is 8.551 eV. The calculation puts the HOMO energy at -8.870 eV.

Positions of all 92 atoms, in Å:
C -0.0202 1.4172 -3.6443
C -0.1985 0.3732 -3.0285
C -0.3955 -0.7223 -1.9160
N 0.7761 -1.6260 -1.7398
Cl 0.8984 -2.8107 -2.9820
S 2.2473 -0.7851 -1.4850
O 2.0176 0.1542 -0.3733
O 3.2371 -1.7986 -1.0853
F 2.8670 -0.0635 -2.8254
H 0.0634 2.3688 -4.2168
H -1.2554 -1.3822 -2.2777
H -0.7653 -0.2601 -0.9478
C 3.1294 0.7061 2.4575
O 2.5916 1.6362 3.3901
C 3.2829 1.6194 4.6364
C 4.2556 2.7854 4.7476
O 5.3216 2.6630 3.8086
C 5.1369 3.4932 2.6722
H 2.7244 0.9417 1.4723
H 4.2196 0.7611 2.4095
H 2.8208 -0.3084 2.7294
H 3.7989 0.6643 4.7802
H 2.5271 1.7163 5.4218
H 4.7062 2.7725 5.7448
H 3.7361 3.7420 4.6258
H 5.3495 4.5366 2.9329
H 4.1248 3.4143 2.2657
H 5.8443 3.1784 1.9033
C 3.7940 5.4446 7.5614
O 5.0336 4.7513 7.5275
C 6.1303 5.6158 7.2407
C 6.9000 5.9736 8.5048
O 6.1110 6.7685 9.3859
C 5.5676 6.0098 10.4561
H 3.0518 4.7870 8.0181
H 3.8568 6.3630 8.1493
H 3.4733 5.6787 6.5413
H 5.7875 6.5174 6.7227
H 6.7971 5.0718 6.5652
H 7.7708 6.5755 8.2260
H 7.2616 5.0723 9.0107
H 6.3491 5.7874 11.1913
H 5.1125 5.0777 10.1097
H 4.7977 6.6113 10.9419
C 0.2624 -3.2636 5.0848
O 1.1639 -4.3578 4.9931
C 0.6672 -5.4043 4.1630
C 1.3069 -5.3674 2.7816
O 0.9199 -4.2008 2.0620
C 1.9284 -3.1990 2.0759
H 0.7997 -2.4194 5.5210
H -0.1191 -2.9669 4.1052
H -0.5713 -3.5258 5.7437
H -0.4244 -5.3559 4.0900
H 0.9312 -6.3488 4.6477
H 0.9510 -6.2291 2.2074
H 2.3972 -5.4379 2.8536
H 2.7386 -3.4765 1.3930
H 2.3316 -3.0352 3.0793
H 1.4860 -2.2652 1.7245
C -4.0230 -1.0914 -5.4359
O -2.6416 -0.7553 -5.4717
C -1.8657 -1.7254 -6.1697
C -1.5356 -1.2600 -7.5812
O -2.7081 -1.1737 -8.3868
C -3.1708 0.1615 -8.5240
H -4.5780 -0.2082 -5.1126
H -4.3937 -1.3975 -6.4157
H -4.1888 -1.8936 -4.7102
H -2.3789 -2.6928 -6.1861
H -0.9318 -1.8482 -5.6124
H -0.8805 -2.0011 -8.0505
H -1.0031 -0.3034 -7.5630
H -2.5274 0.7104 -9.2208
H -3.2053 0.6852 -7.5645
H -4.1801 0.1302 -8.9378
C -6.7351 -2.4955 -8.1040
O -6.8933 -2.2930 -6.7058
C -7.8264 -1.2568 -6.4104
C -9.1791 -1.8269 -6.0059
O -9.8066 -2.4970 -7.0950
C -9.6759 -3.9085 -7.0077
H -6.2109 -3.4416 -8.2508
H -7.6967 -2.5444 -8.6197
H -6.1274 -1.6898 -8.5278
H -7.9278 -0.5733 -7.2598
H -7.4179 -0.6899 -5.5683
H -9.8364 -0.9996 -5.7192
H -9.0803 -2.4931 -5.1424
H -10.3549 -4.3000 -6.2420
H -8.6504 -4.2130 -6.7806
H -9.9586 -4.3357 -7.9710

# C7H8N2OS

One molecule with the formula C7H8N2OS in a non-equilibrium geometry (ωB97M-V/def2-TZVPD, the OMol25 dataset).

Its SMILES is C=Cn1c(C)ncc(O)c1=S. The value obtained for the relative energy (zero: lowest compared OMol25 entry of this formula, charge and spin) is 50.0 kcal/mol. The gap between HOMO and LUMO is 7.391 eV. The calculation puts the HOMO energy at -7.960 eV.

Positions of all 19 atoms, in Å:
S 0.9734 2.2948 1.4561
N 0.7590 -0.9928 -1.6264
O 3.3131 1.2986 -0.4248
C 0.9032 0.9059 0.3922
C -0.2272 -0.8773 -0.7603
C -1.6343 0.5333 2.2987
C 1.8454 -0.2330 -1.4800
C 2.0802 0.6651 -0.4543
C -1.4573 0.4101 0.8716
N -0.2805 0.1203 0.2072
C -1.4431 -1.6519 -1.0431
H 3.3134 2.0372 0.2484
H -2.5707 0.7877 2.6981
H -0.7333 0.5174 2.8673
H 2.7114 -0.5706 -1.9346
H -2.4215 0.3215 0.3630
H -2.1942 -1.9221 -0.3227
H -1.9517 -1.1410 -1.8406
H -0.9853 -2.5032 -1.5157

# C4H10O3

A 3-piece molecular cluster, C4H10O3 overall in a non-equilibrium geometry (ωB97M-V/def2-TZVPD, the OMol25 dataset).

Its SMILES is C=CC(=C)O.O.O. The value obtained for the relative energy (zero: lowest compared OMol25 entry of this formula, charge and spin) is 63.2 kcal/mol. The gap between HOMO and LUMO is 8.406 eV. The calculation puts the HOMO energy at -7.967 eV.

Positions of all 17 atoms, in Å:
C 1.6924 0.2293 -0.7557
C 1.2773 0.6559 0.4659
O -0.0257 1.0116 0.6388
C 2.1235 0.9592 1.6150
C 3.4347 0.6252 1.6124
H 1.1660 0.7552 -1.5538
H 2.4077 -0.5546 -0.9414
H -0.5569 0.6079 -0.0503
H 1.7123 1.4042 2.5113
H 3.9261 0.7375 2.5603
H 3.8266 0.2799 0.6711
H -2.9420 -2.5368 -2.7167
H -3.9321 -3.1946 -1.6953
O -3.6379 -2.3823 -2.0801
H -3.3682 -0.5392 -1.0273
H -2.3713 -0.6708 0.1095
O -2.7281 -0.0299 -0.5358

# C14H52F2NO18S3

A 13-piece molecular cluster, C14H52F2NO18S3 overall in a non-equilibrium geometry (ωB97M-V/def2-TZVPD, the OMol25 dataset).

Its charge is -1. The gap between HOMO and LUMO is 7.247 eV. The calculation puts the HOMO energy at -6.777 eV.

Positions of all 90 atoms, in Å:
C 2.7155 1.0395 -1.1611
C 1.7971 -0.3379 -0.9917
F 1.0967 -0.2029 0.3075
S 0.6833 -0.6052 -2.4735
O 1.4473 0.0093 -3.7111
O 0.5513 -2.1378 -2.8147
N -0.8535 0.2232 -2.4046
S -2.0656 -0.6906 -1.5424
O -1.5579 -1.4398 -0.2877
O -2.8476 -1.7141 -2.4169
S -3.5286 0.7413 -0.8967
O -4.7514 0.7069 -1.8625
O -2.8677 2.1547 -1.0728
F -3.9474 0.5741 0.7619
H 3.4575 0.9615 -2.0625
H 1.9803 1.9512 -1.2936
H 3.3253 1.1986 -0.1751
H 2.5224 -1.2830 -0.9375
C -4.3862 4.1185 -4.1458
O -3.0498 3.7726 -4.4601
H -4.8247 4.6490 -4.9941
H -4.9620 3.2107 -3.9494
H -4.3984 4.7679 -3.2670
H -2.6872 3.3035 -3.6894
C 0.2032 2.5579 1.9436
O 1.5396 2.2119 1.6293
H -0.2354 3.0884 1.0953
H -0.3726 1.6501 2.1400
H 0.1910 3.2073 2.8224
H 1.9022 1.7429 2.4000
C 3.3050 -3.9189 0.7916
O 3.7112 -2.7775 0.0592
H 2.2816 -4.1765 0.5094
H 3.9667 -4.7569 0.5587
H 3.3412 -3.6985 1.8612
H 4.6223 -2.5731 0.3305
C -3.5715 1.9953 3.3205
O -2.4613 2.8358 3.5766
H -3.4701 1.0826 3.9123
H -4.4926 2.5104 3.6041
H -3.5974 1.7377 2.2589
H -2.5790 3.6368 3.0381
C 7.0771 -3.5518 -1.2794
O 6.7949 -2.3255 -0.6306
H 6.2769 -3.7699 -1.9904
H 8.0260 -3.4715 -1.8155
H 7.1316 -4.3530 -0.5384
H 7.5215 -2.1584 -0.0065
C 5.9032 -1.2860 2.6450
O 7.2396 -1.6320 2.3308
H 5.4646 -0.7555 1.7967
H 5.3274 -2.1938 2.8414
H 5.8910 -0.6367 3.5238
H 7.6022 -2.1010 3.1014
C -6.9862 -2.0361 -1.8306
O -7.4553 -0.7009 -1.8689
H -7.7941 -2.7054 -2.1352
H -6.1447 -2.1475 -2.5188
H -6.6743 -2.2846 -0.8133
H -6.7173 -0.1306 -1.5940
C -5.8910 5.0339 5.2133
O -5.1734 4.0456 5.9294
H -6.9205 5.0594 5.5778
H -5.4261 6.0100 5.3725
H -5.8895 4.7869 4.1489
H -4.2643 4.0463 5.5845
C 5.3345 -4.6986 5.0319
O 6.2515 -3.6251 4.9268
H 5.4298 -5.3350 4.1490
H 5.5590 -5.2845 5.9266
H 4.3165 -4.3054 5.0868
H 6.1439 -3.0783 5.7235
C 1.7796 3.2620 -3.9117
O 1.3154 3.4384 -2.5859
H 2.3214 2.3156 -3.9755
H 0.9284 3.2390 -4.5967
H 2.4514 4.0825 -4.1756
H 0.8390 4.2856 -2.5601
C -10.4184 -5.1699 -2.3098
O -10.8875 -3.8347 -2.3482
H -11.2263 -5.8392 -2.6145
H -9.5768 -5.2813 -2.9980
H -10.1064 -5.4183 -1.2925
H -10.1495 -3.2644 -2.0732
C 6.4475 1.8986 -2.4037
O 5.9832 2.0749 -1.0779
H 6.9893 0.9521 -2.4675
H 5.5963 1.8756 -3.0887
H 7.1192 2.7190 -2.6677
H 5.5069 2.9222 -1.0522

# CH3ClHfNO2

CH3ClHfNO2 as an isolated structure in a non-equilibrium geometry (ωB97M-V/def2-TZVPD, the OMol25 dataset).

Its charge is +3. The value obtained for the relative energy (zero: lowest compared OMol25 entry of this formula, charge and spin) is 0.0 kcal/mol. The gap between HOMO and LUMO is 2.931 eV. The calculation puts the HOMO energy at -22.462 eV.

Positions of all 9 atoms, in Å:
Hf -3.3220 2.0537 0.5634
Cl -1.7818 0.7694 -0.0887
C 0.2022 -0.8197 -0.1570
N 1.4123 0.0509 0.0439
O 2.0195 0.4425 -0.9096
O 1.6386 0.3308 1.2335
H -0.3280 -0.2170 -0.8943
H -0.2411 -0.8292 0.8388
H 0.4003 -1.7815 -0.6301

# C3H13NO2

A 3-piece molecular cluster, C3H13NO2 overall in a non-equilibrium geometry (ωB97M-V/def2-TZVPD, the OMol25 dataset).

Its SMILES is CCCN.O.O. The value obtained for the relative energy (zero: lowest compared OMol25 entry of this formula, charge and spin) is 34.7 kcal/mol. The gap between HOMO and LUMO is 9.090 eV. The calculation puts the HOMO energy at -8.355 eV.

Positions of all 19 atoms, in Å:
C 0.3961 -0.2798 -0.9515
C -0.6393 -1.4519 -0.6181
C -1.7165 -1.2726 -1.7654
N 1.3259 0.0364 0.0941
H -0.2743 0.5123 -1.3062
H 0.6860 -0.5916 -1.9440
H -1.1486 -1.2509 0.3316
H -0.2035 -2.4776 -0.5118
H -2.1029 -0.2419 -1.6664
H -2.4973 -2.0064 -1.5126
H -1.4730 -1.3120 -2.8238
H 1.6840 -0.8015 0.5219
H 1.0616 0.6531 0.8500
H 2.2539 1.4171 3.2256
H 3.2855 0.4643 3.4837
O 2.4901 0.5178 2.9356
H -1.1930 3.4546 0.6570
H -1.2128 2.0037 0.2211
O -0.7220 2.6269 0.7794

# C5H8O

One molecule with the formula C5H8O in a non-equilibrium geometry (ωB97M-V/def2-TZVPD, the OMol25 dataset).

Its SMILES is C=C/C=C\CO. The value obtained for the relative energy (zero: lowest compared OMol25 entry of this formula, charge and spin) is 55.5 kcal/mol. The gap between HOMO and LUMO is 9.448 eV. The calculation puts the HOMO energy at -8.657 eV.

Positions of all 14 atoms, in Å:
O -2.1955 1.5713 -0.5255
C -1.1625 0.7053 -0.1481
C 0.2604 1.1096 -0.2611
C 1.2856 0.2919 0.0253
C 1.2592 -1.1631 0.2304
C 0.2634 -2.0534 0.1162
H -2.0157 2.4429 -0.1597
H -1.4133 -0.2388 -0.6442
H -0.9926 0.7086 0.9687
H 0.4048 2.1848 -0.2885
H 2.2504 0.7649 0.1834
H 2.2223 -1.5719 0.5332
H -0.7536 -1.8291 -0.1778
H 0.4541 -3.1036 0.3134

# C4H14N2O2

A 3-piece molecular cluster, C4H14N2O2 overall in a non-equilibrium geometry (ωB97M-V/def2-TZVPD, the OMol25 dataset).

Its SMILES is CC/C(N)=C/N.O.O. The value obtained for the relative energy (zero: lowest compared OMol25 entry of this formula, charge and spin) is 18.8 kcal/mol. The gap between HOMO and LUMO is 8.674 eV. The calculation puts the HOMO energy at -7.797 eV.

Positions of all 22 atoms, in Å:
C -0.9952 -0.9777 2.4034
C -1.7778 -0.3815 1.1929
C -0.9936 0.1347 0.0197
C -0.6660 -0.7775 -0.9167
N -0.1898 -0.4356 -2.1958
N -0.7645 1.4907 -0.3171
H -1.8046 -1.5806 2.8385
H -0.5534 -0.2216 3.0567
H -0.1638 -1.6026 2.0503
H -2.4387 0.4149 1.5540
H -2.4437 -1.1683 0.8232
H -0.8413 -1.8352 -0.7814
H -0.4718 -1.0220 -2.9630
H -0.2879 0.5641 -2.3463
H -1.5705 2.0865 -0.2346
H 0.0480 1.8546 0.1620
H 1.8237 0.8114 0.2281
H 2.6622 0.8878 1.4709
O 1.7628 1.0426 1.1653
H 3.0152 -1.0430 -1.5930
H 1.6511 -0.2877 -1.7491
O 2.5451 -0.2447 -1.3512

# C20H20N2O5

One molecule with the formula C20H20N2O5 in a non-equilibrium geometry (ωB97M-V/def2-TZVPD, the OMol25 dataset).

Its SMILES is COc1ccc(C2=NO[C@H](C(=O)Nc3ccc(C(C)=O)cc3)C2)cc1OC. The value obtained for the relative energy (zero: lowest compared OMol25 entry of this formula, charge and spin) is 75.1 kcal/mol. The gap between HOMO and LUMO is 8.342 eV. The calculation puts the HOMO energy at -8.055 eV.

Positions of all 47 atoms, in Å:
C 2.7598 2.0215 -6.7533
H 3.8192 1.8443 -6.5589
O 1.9673 0.9170 -6.3762
C 1.9047 0.4774 -5.0951
C 1.0608 -0.6208 -4.9160
C 0.8706 -1.2034 -3.6856
C 1.5351 -0.6941 -2.5709
C 2.3827 0.4028 -2.7352
C 2.5800 0.9978 -3.9714
O 3.4085 2.0775 -4.1527
C 4.0759 2.6176 -3.0395
H 4.7588 1.8924 -2.5853
H 4.6520 3.4560 -3.4287
H 3.3734 2.9835 -2.2839
H 2.8955 0.7952 -1.8729
C 1.3487 -1.2919 -1.2690
N 0.5783 -2.2909 -1.0738
O 0.5839 -2.6736 0.2441
C 1.3591 -1.7455 1.0198
C 2.0405 -0.8314 -0.0033
H 3.1177 -0.9915 -0.0669
H 1.8498 0.2175 0.2287
H 2.0652 -2.3226 1.6266
C 0.4626 -0.9407 1.9805
O 0.8460 0.1032 2.4601
N -0.7288 -1.5425 2.1969
C -1.7888 -1.1368 3.0037
C -2.9483 -1.9141 2.9964
C -4.0210 -1.5597 3.7813
C -3.9740 -0.4244 4.5951
C -2.8111 0.3451 4.5955
C -1.7294 -0.0032 3.8119
H -0.8352 0.5974 3.8179
H -2.7361 1.2274 5.2110
C -5.1706 -0.1084 5.4117
O -6.1528 -0.8182 5.3937
C -5.1129 1.1357 6.2652
H -4.3015 1.0580 6.9855
H -4.9447 2.0109 5.6416
H -6.0546 1.2478 6.7964
H -4.9234 -2.1525 3.7843
H -2.9970 -2.7935 2.3701
H -0.8866 -2.3833 1.6484
H 0.2161 -2.0501 -3.5641
H 0.5577 -0.9975 -5.7922
H 2.4469 2.9358 -6.2457
H 2.6000 2.1286 -7.8261